Entry 1:
A 3-piece molecular cluster, C3H4O3 overall in a non-equilibrium geometry. Source: the OMol25 dataset; level of theory: ωB97M-V with the def2-TZVPD basis set.

Last column: Mulliken charge in e.
Geometry (Å):
O -1.483834 2.168436 0.916798  -0.18
C -1.011512 1.222187 0.503611  0.14
O -0.428471 -0.654708 2.555934  -0.37
C 0.022336 -1.455300 1.777446  0.04
C 0.608968 0.593846 -2.138602  0.09
O 0.031828 1.650382 -2.118667  -0.37
H 0.554820 -2.364290 2.116493  0.27
H -0.069763 -1.318632 0.682104  0.08
H 0.771200 -0.001485 -1.218358  0.04
H 1.004427 0.159565 -3.076758  0.27

Force components x, y, z for each atom (eV/Å):
0.6 -1.1 -0.5
-0.6 1.2 0.5
0.2 -0.4 -0.3
-0.1 0.2 0.3
-0.2 0.3 0.0
0.3 -0.5 -0.1
-0.1 0.1 0.0
0.0 0.0 0.1
-0.1 0.1 -0.1
0.0 0.1 0.1

ΔE to the lowest compared entry with this formula, charge and spin = 255.50 kJ/mol
Maximum force = 1.45 eV/A
LUMO = 0.57 eV
Electronic energy = -342.35862 Ha
Multiplicity = 1
Gap between HOMO and LUMO = 0.401 hartree

Entry 2:
The molecule C2H4OP2 in a non-equilibrium geometry. Source: the OMol25 dataset; level of theory: ωB97M-V with the def2-TZVPD basis set.

Last column: Mulliken charge in e.
Geometry (Å):
C 0.016754 0.892816 -0.408640  -0.42
C 0.456087 -0.557706 0.182573  -0.64
O 0.534563 1.934935 0.140958  -0.55
P 2.328877 -0.883105 -0.040043  0.10
P 3.767479 0.516024 -0.005520  0.16
H -0.021727 0.835860 -1.556557  0.25
H -1.061470 0.875296 -0.307439  0.32
H 0.220853 -0.746866 1.200936  0.39
H -0.005391 -1.367395 -0.277525  0.40

Force components x, y, z for each atom (eV/Å):
0.6 -0.8 -1.3
0.9 2.1 -0.7
1.0 0.2 0.2
1.4 1.7 0.2
-3.0 -1.5 0.0
1.0 -0.1 0.7
-1.2 -0.6 1.1
0.2 0.5 1.3
-0.9 -1.4 -1.5

ΔE to the lowest compared entry with this formula, charge and spin = 341.54 kJ/mol
Maximum force = 3.32 eV/A
LUMO (spin up / spin down) = -2.80 / -2.79 eV
Electronic energy = -836.36018 Ha
Multiplicity = 1
Gap between HOMO and LUMO (spin up / spin down) = 0.197 / 0.197 hartree

Entry 3:
C13H16N6O6S5SbW as an isolated structure in a non-equilibrium geometry. Source: the OMol25 dataset; level of theory: ωB97M-V with the def2-TZVPD basis set.

Last column: Mulliken spin population.
Geometry (Å):
W 0.761449 0.346262 -0.862543  0.76
N -1.684060 0.197622 1.840532  0.00
N -0.717083 -0.024780 2.823735  0.00
C 0.550997 0.361753 2.670062  0.00
N 1.333079 0.402694 3.731395  0.00
N 0.983080 0.650821 1.404571  0.01
N 2.064940 1.452037 1.252344  -0.01
O 2.773377 1.874447 2.108381  0.01
O 2.229120 1.703131 0.024413  0.01
H -2.298681 0.951603 2.131394  0.00
H -2.223784 -0.652770 1.707295  0.00
H -1.004047 -0.327619 3.746894  0.00
H 0.949447 0.291798 4.658067  0.00
H 2.298135 0.687682 3.653436  0.00
S -4.248203 0.667910 -1.404181  0.18
Sb -2.179227 1.184041 -1.914840  0.05
S -0.475567 -0.030127 -2.928523  -0.05
S -0.640713 2.272525 -0.545047  -0.07
O 2.502985 -2.025880 -2.456820  0.00
S 3.017955 -0.915945 -1.727829  0.02
O 4.392329 -0.618183 -1.680949  0.00
O 2.353698 -0.875854 -0.306046  0.01
O 2.164427 0.386270 -2.190853  0.01
N -0.255447 -1.375797 -0.446156  0.05
S 0.219922 -2.424481 0.753025  0.00
C -1.317308 -3.149727 1.280202  0.00
C -2.507672 -2.965352 0.588700  0.00
C -3.654656 -3.587685 1.065177  0.00
C -3.598467 -4.378277 2.204689  0.00
C -2.398367 -4.552094 2.883575  0.00
C -1.245093 -3.934460 2.425115  0.00
C 1.046394 -3.753194 -0.057628  0.00
C 0.367385 -4.554743 -0.967843  0.00
C 1.073233 -5.549218 -1.617575  0.00
C 2.424609 -5.737517 -1.341025  0.00
C 3.080232 -4.940058 -0.414458  0.00
C 2.392019 -3.927226 0.234101  0.00
H -0.510249 -1.898563 -1.280614  -0.01
H -2.551609 -2.350458 -0.301417  0.01
H -4.589737 -3.463477 0.535873  0.00
H -4.494403 -4.867009 2.562436  0.00
H -2.358505 -5.173073 3.767889  0.00
H -0.302247 -4.079199 2.940710  0.00
H -0.694572 -4.425360 -1.153495  0.00
H 0.571168 -6.185023 -2.333407  0.00
H 2.969560 -6.517168 -1.855638  0.00
H 4.129628 -5.096151 -0.207175  0.00
H 2.895726 -3.274926 0.937053  0.00

Force components x, y, z for each atom (eV/Å):
0.5 -0.7 0.6
0.0 -0.1 0.0
0.0 0.0 0.1
0.0 -0.1 -0.1
0.0 0.0 0.0
-0.1 0.1 -0.1
0.1 0.0 0.0
0.0 0.0 -0.1
0.0 0.2 0.1
0.0 0.0 0.0
0.0 0.0 0.0
0.0 0.0 0.0
0.0 0.0 0.0
0.0 0.0 0.0
0.3 0.1 -0.1
-0.1 0.0 -0.1
-0.4 0.1 0.0
-0.1 0.1 -0.2
0.1 0.0 0.0
-0.1 -0.1 0.0
0.0 0.1 0.0
-0.1 0.1 -0.2
-0.2 0.1 0.1
0.1 0.3 -0.2
0.1 -0.1 0.1
0.0 0.0 0.0
0.0 0.0 0.0
0.0 0.0 0.0
0.0 0.0 0.0
0.0 0.0 0.0
0.0 0.0 0.0
0.0 0.0 0.0
-0.1 0.0 0.0
0.0 0.0 0.0
0.0 0.0 0.0
0.0 0.0 0.0
0.1 0.0 0.1
-0.1 -0.1 0.0
0.0 0.0 0.0
0.0 0.0 0.0
0.0 0.0 0.0
0.0 0.0 0.0
0.0 0.0 0.0
0.1 0.0 0.0
0.0 0.0 0.0
0.0 0.0 0.0
0.0 0.0 0.0
0.0 0.0 0.0

ΔE to the lowest compared entry with this formula, charge and spin = 95.72 kJ/mol
Net charge = +2
Maximum force = 1.05 eV/A
LUMO (spin up / spin down) = -8.73 / -9.02 eV
Electronic energy = -3582.59375 Ha
Multiplicity = 2
Gap between HOMO and LUMO (spin up / spin down) = 0.226 / 0.225 hartree

Entry 4:
C29H34GeN3OS3Ti as an isolated structure. Source: the OMol25 dataset; level of theory: ωB97M-V with the def2-TZVPD basis set.

Last column: Mulliken charge in e.
Geometry (Å):
Ti -0.478229 0.329329 1.304204  -0.10
C -2.731882 -1.913933 -1.581660  0.98
C -2.932527 -2.474010 -0.183586  -1.06
S -2.238340 -1.589074 1.250205  0.02
C -3.637045 -0.701411 1.969160  -0.80
C -4.105023 0.537548 1.216051  -0.71
S -2.760135 1.713520 0.862709  -0.02
C -2.916275 2.010844 -0.921736  -0.47
C -2.489754 0.875182 -1.833845  0.83
S -3.708459 -0.464664 -2.021642  -0.20
H -3.042125 -2.701181 -2.272679  0.55
H -1.680286 -1.726854 -1.795352  -1.14
H -2.476323 -3.464112 -0.136571  0.51
H -3.994004 -2.599294 0.037775  0.49
H -3.284922 -0.430528 2.968179  0.28
H -4.473469 -1.389289 2.105399  0.56
H -4.853580 1.060805 1.811284  0.54
H -4.550190 0.261400 0.262798  0.22
H -2.277213 2.881324 -1.090487  0.01
H -3.945259 2.320080 -1.111474  0.61
H -1.552458 0.431733 -1.491060  -1.39
H -2.285853 1.295124 -2.819659  0.58
C 0.787783 -0.290659 0.411581  0.13
Ge 1.430157 0.120861 -1.351450  0.87
C 0.743610 1.966939 -1.606765  0.53
C 0.292790 2.564591 -2.782103  -0.46
C -0.203290 3.862713 -2.789933  -0.62
C -0.253652 4.603636 -1.617005  -0.64
C 0.217990 4.042566 -0.438536  -0.79
C 0.714419 2.745307 -0.442056  -0.54
C 3.378524 0.145237 -1.485189  0.15
C 4.162706 -0.186001 -0.385677  -0.37
C 5.548634 -0.170758 -0.472318  -0.56
C 6.164840 0.178715 -1.664495  -0.48
C 5.392549 0.511357 -2.769420  -0.73
C 4.009630 0.492415 -2.677654  -0.38
C 0.684508 -1.201351 -2.598891  0.09
C 0.734659 -2.534101 -2.182754  -0.39
C 0.213679 -3.554066 -2.963777  -0.74
C -0.382911 -3.258211 -4.183083  -0.53
C -0.436522 -1.942265 -4.616440  -0.79
C 0.101272 -0.926868 -3.833311  0.34
H 0.322202 2.028193 -3.722152  0.36
H -0.544242 4.299183 -3.720386  0.42
H -0.635711 5.616116 -1.627460  0.39
H 0.218409 4.618179 0.478810  0.44
H 1.145263 2.334557 0.469702  0.74
H 3.683312 -0.458270 0.548989  0.28
H 6.146273 -0.432469 0.391757  0.39
H 7.244675 0.191868 -1.735209  0.39
H 5.868130 0.784247 -3.702696  0.40
H 3.423358 0.753127 -3.553348  0.36
H 1.176283 -2.774914 -1.220833  0.44
H 0.273884 -4.580601 -2.624094  0.43
H -0.794580 -4.049623 -4.795832  0.41
H -0.894334 -1.700958 -5.567056  0.44
H 0.044525 0.087897 -4.205723  0.13
C 0.876963 -0.989081 6.874302  -1.12
N 0.565932 -0.445829 5.565362  0.09
C 0.776594 0.934069 5.149808  -0.43
C 0.262749 0.865381 3.731168  0.25
O 0.231849 1.730471 2.854361  -0.43
N -0.189882 -0.381858 3.457334  -0.04
C 0.020259 -1.125228 4.549432  0.25
N -0.307838 -2.409717 4.601285  -0.31
H 1.380158 -0.223131 7.457428  0.40
H 1.554543 -1.840007 6.787867  0.38
H -0.028777 -1.285887 7.405483  0.35
H 1.831304 1.212789 5.175574  0.38
H 0.197081 1.639771 5.748197  0.36
H -0.643605 -2.842603 3.755294  0.19
H -0.092834 -2.988281 5.393881  0.23

Force components x, y, z for each atom (eV/Å):
-0.6 -0.2 0.8
0.0 -0.2 0.0
-0.1 -0.1 0.0
0.1 0.1 0.0
-0.1 0.1 0.0
0.0 -0.1 0.0
0.1 0.1 -0.1
-0.1 0.1 0.0
0.1 0.0 -0.1
0.1 0.1 -0.1
0.0 0.0 0.0
0.0 0.0 0.0
0.0 0.0 0.0
0.0 0.0 0.0
0.0 0.0 0.0
0.0 0.0 0.0
0.0 0.0 0.0
0.0 0.0 0.0
0.0 -0.1 0.0
0.0 0.0 0.0
0.0 0.0 0.0
-0.1 0.0 0.0
0.3 -0.3 -0.7
0.1 0.1 -0.1
0.1 0.0 0.0
0.0 -0.1 -0.1
0.0 0.0 0.0
0.0 0.0 0.0
0.0 0.1 0.0
0.0 -0.1 0.0
-0.1 0.0 0.0
0.0 0.0 0.1
0.0 0.0 0.0
0.0 0.0 0.0
0.0 0.0 0.0
0.0 0.0 -0.1
0.1 0.1 0.0
0.0 0.0 0.1
0.0 0.0 0.0
0.0 0.0 0.0
0.0 0.0 0.0
-0.1 0.0 0.0
0.0 0.0 0.0
0.0 0.0 0.0
0.0 0.0 0.0
0.0 0.0 0.0
-0.1 0.1 0.0
0.0 0.0 0.0
0.0 0.0 0.0
0.0 0.0 0.0
0.0 0.0 0.0
0.0 0.0 0.0
0.0 0.0 0.0
0.0 0.0 0.0
0.0 0.0 0.0
0.0 0.0 0.0
0.0 0.0 0.0
0.0 0.0 0.0
-0.1 -0.1 0.0
0.0 0.0 0.0
-0.1 -0.3 -0.2
0.1 0.3 0.2
-0.1 0.3 -0.1
0.1 0.0 0.1
0.0 0.0 0.0
0.0 0.0 0.0
0.0 0.0 0.0
0.0 0.0 0.0
0.0 0.0 0.0
0.0 0.0 0.0
0.0 0.0 0.0
0.0 0.0 0.0

ΔE to the lowest compared entry with this formula, charge and spin = 4.85 kJ/mol
Net charge = +1
Maximum force = 0.98 eV/A
LUMO = -2.37 eV
Electronic energy = -5485.70166 Ha
Multiplicity = 1
Gap between HOMO and LUMO = 0.281 hartree

The highest electronic energy belongs to which entry?
C3H4O3

ΔE to the lowest compared entry with this formula, charge and spin of number 1 (C3H4O3)?
255.50 kJ/mol